(1)
81
Properties=species:S:1:pos:R:3:forces:R:3:mulliken_charge:R:1 method="wB97M-V/def2-TZVPD" homo_energy_ev="-18.7 / -18.6" e_tot_ha=-4704.50014 gap_ev="5.973 / 3.254" relative_energy_kcal_mol=32.01 total_charge=+4 multiplicity=5 lumo_ev="-12.68 / -15.30"
C 3.3363 4.8545 -1.3876 -1.559 -0.822 0.881 -0.100
C 2.1556 4.2665 -1.9052 -0.211 -0.235 0.140 0.238
C 2.1487 3.9134 -3.2755 -1.324 -0.010 1.432 -0.047
C 3.1535 4.4310 -4.1082 1.708 0.898 -0.406 -0.372
N 4.1661 5.1342 -3.6088 0.409 0.232 -0.450 -0.384
C 4.2862 5.3452 -2.2992 0.967 -0.020 -1.829 -0.301
C 1.0181 3.9661 -1.0795 -0.370 -0.407 0.498 -0.028
C 0.0361 3.6916 -0.3916 -0.284 0.356 -0.065 -0.161
C -1.0588 3.2019 0.3768 1.104 0.923 -0.605 0.560
C -0.9351 3.0245 1.7847 0.174 -0.866 1.339 -0.585
C -1.3790 1.8191 2.3140 -0.483 2.027 -0.497 -0.426
C -1.9764 0.9427 1.3830 0.182 0.138 0.437 -0.347
C -2.6445 1.4054 0.2315 0.149 1.612 -0.030 -0.336
C -2.1863 2.6124 -0.2682 -0.745 -1.214 -0.733 -0.661
Ru -1.2897 -0.8730 1.1726 -1.810 -3.229 -2.671 -0.217
P 0.6594 -0.5426 0.1654 2.415 0.264 -0.623 2.316
H 1.3954 3.2512 -3.7011 0.005 0.243 0.211 0.580
H 3.5422 4.9136 -0.3196 -0.324 0.180 -0.137 0.522
H 3.1244 4.2671 -5.1951 0.155 0.061 0.440 0.422
H 5.1640 5.9156 -1.9628 -0.420 -0.079 -0.142 0.431
H -2.5884 3.0184 -1.1973 0.297 -0.050 0.115 0.536
H -0.4012 3.7465 2.4062 0.138 -0.258 -0.324 0.538
H -3.4474 0.8379 -0.2328 0.253 0.108 -0.027 0.980
H -1.2810 1.5599 3.3669 0.280 0.050 -0.298 0.599
C 1.5060 -2.1918 0.3096 -0.404 -0.435 -0.008 -0.571
C 2.7093 -2.4886 -0.5819 0.358 0.107 -0.042 -1.579
H 0.7142 -2.9474 0.1507 0.589 0.477 -0.049 0.217
H 1.7737 -2.2928 1.3750 -0.137 0.127 -0.251 0.491
H 3.0723 -3.5042 -0.3647 -0.181 0.298 -0.013 0.482
H 2.4617 -2.4558 -1.6505 0.055 -0.007 0.252 0.331
H 3.5393 -1.8015 -0.3765 -0.162 -0.252 -0.186 0.309
C 0.8100 0.1104 -1.5450 -0.896 -0.344 -0.227 1.131
C 2.2021 0.4394 -2.0731 0.459 0.086 -0.081 -1.387
H 0.2022 1.0241 -1.5439 -0.106 -0.099 -0.036 0.094
H 0.3074 -0.6004 -2.2102 0.136 0.194 0.050 -0.851
H 2.1673 0.6532 -3.1473 -0.190 -0.153 0.119 0.483
H 2.6136 1.3340 -1.6012 -0.030 -0.101 0.125 0.145
H 2.9189 -0.3724 -1.9382 -0.144 0.206 -0.057 0.184
C 1.6851 0.7115 1.0364 -0.423 0.207 0.482 0.252
C 3.1885 0.4660 1.1190 0.390 0.029 -0.024 -1.590
H 1.2643 0.8000 2.0432 0.219 0.034 -0.128 0.451
H 1.4661 1.6659 0.5355 0.060 -0.217 0.082 -0.347
H 3.6467 1.2489 1.7348 -0.144 -0.177 -0.016 0.477
H 3.4229 -0.4951 1.5832 -0.012 0.142 -0.015 0.349
H 3.6925 0.5077 0.1490 -0.165 -0.106 0.173 0.306
Br -1.3122 -3.3080 1.5343 -0.348 0.070 0.282 -0.226
P -2.0639 -2.1118 -1.5523 -0.841 -0.953 -0.990 0.842
C -0.8166 -2.8357 -2.7019 0.779 0.466 0.558 -0.358
C -1.3078 -4.0282 -3.5193 -0.368 -0.292 -0.148 -1.368
H 0.0409 -3.1331 -2.0731 -0.167 0.017 -0.281 0.186
H -0.4633 -2.0306 -3.3662 -0.155 -0.202 0.238 0.511
H -0.4890 -4.3535 -4.1739 -0.173 0.083 0.179 0.435
H -1.5791 -4.8751 -2.8771 0.094 0.188 -0.288 0.358
H -2.1624 -3.7698 -4.1605 0.254 -0.106 0.229 0.290
C -3.2766 -3.4353 -1.1619 0.228 0.025 1.011 -0.732
C -4.5720 -3.5009 -1.9592 -0.277 0.063 -0.487 -1.378
H -3.4953 -3.2875 -0.0924 -0.125 -0.129 -0.347 0.542
H -2.7286 -4.3860 -1.2121 -0.017 0.272 0.100 0.519
H -5.2330 -4.2251 -1.4667 0.158 0.205 -0.053 0.428
H -5.0932 -2.5376 -1.9904 0.010 -0.230 0.026 0.335
H -4.4236 -3.8564 -2.9868 0.029 0.136 0.273 0.304
C -2.9104 -0.7615 -2.4423 0.153 0.744 0.818 -0.327
C -3.2506 -1.0286 -3.9008 -0.135 -0.278 -0.509 -1.381
H -2.2560 0.1205 -2.3486 -0.141 -0.167 -0.123 0.178
H -3.8127 -0.5297 -1.8582 0.096 -0.103 -0.184 0.502
H -3.7083 -0.1228 -4.3141 0.071 -0.150 0.075 0.424
H -2.3640 -1.2540 -4.5027 -0.169 0.029 0.108 0.334
H -3.9744 -1.8433 -4.0136 0.231 0.213 0.008 0.288
N -0.3550 -0.8576 2.7772 1.270 0.141 4.208 -0.194
C -0.1037 -0.8533 3.9218 -1.052 0.113 -1.945 0.449
C -0.0135 -0.6171 5.2984 0.509 -0.180 0.795 0.206
C -1.1644 -0.2054 6.0054 -0.034 0.281 -0.043 -0.371
C -1.0237 0.2194 7.3226 -0.182 -0.067 -0.216 -0.632
C 0.2321 0.2145 7.9407 0.011 -0.069 -0.238 -0.413
C 1.3527 -0.2549 7.2455 0.123 -0.082 -0.058 -0.610
C 1.2383 -0.6991 5.9345 0.082 0.278 0.081 -0.506
H -2.1345 -0.1960 5.4991 0.294 0.018 0.303 0.489
H -1.9004 0.5734 7.8634 0.218 -0.150 -0.096 0.424
H 0.3355 0.5804 8.9660 -0.030 -0.168 -0.376 0.436
H 2.3295 -0.2561 7.7223 -0.209 -0.083 -0.022 0.428
H 2.0969 -1.0684 5.3708 -0.162 0.150 0.309 0.454

=====

(2)
80
Properties=species:S:1:pos:R:3:forces:R:3:mulliken_charge:R:1 method="wB97M-V/def2-TZVPD" homo_energy_ev="-2.1 / -1.7" e_tot_ha=-3409.18745 gap_ev="4.564 / 4.156" total_charge=-1 lumo_ev="2.50 / 2.50"
Ga 0.5845 0.3119 0.2330 -0.016 0.010 1.952 0.989
N 3.4782 2.4423 2.7473 0.243 -0.200 0.240 -0.432
N -0.1960 2.7887 -1.2240 1.161 -2.638 4.558 -0.357
C -1.6658 -1.3297 1.6823 0.334 0.937 0.480 0.641
C -1.8004 -0.4164 2.7570 0.692 -0.848 -0.785 0.729
C -0.5359 -0.2995 3.4068 0.712 -0.672 -1.530 0.276
C -0.1418 0.6976 4.4279 0.179 -0.039 0.464 -1.571
H -0.9507 1.4013 4.6553 0.141 -0.103 0.100 0.381
H 0.7349 1.2713 4.0690 -0.332 -0.213 0.371 0.411
H 0.1362 0.1582 5.3450 0.050 0.389 0.109 0.291
C 0.4178 -1.1018 2.7123 -0.658 0.707 0.435 -0.145
C 1.8722 -0.9898 2.8947 0.981 -3.104 0.888 -0.966
H 2.2767 -1.0460 3.9168 -0.296 -0.380 -0.079 0.459
H 2.1834 0.1377 2.5723 -0.625 -1.486 0.849 0.830
H 2.4337 -1.6278 2.1945 -0.127 -0.268 0.412 -0.214
C -0.2672 -1.7083 1.5851 0.323 1.539 -0.305 0.419
C 0.3219 -2.7680 0.7072 0.086 -0.830 -0.114 -0.811
H 1.2901 -2.4822 0.2575 -0.419 -0.159 0.333 0.029
H -0.3621 -3.0275 -0.1211 0.225 0.040 0.265 0.218
H 0.4999 -3.6840 1.3004 -0.027 0.067 -0.298 0.267
C -3.0071 0.3763 3.1221 -0.365 -0.007 0.249 -1.629
H -3.6636 -0.1849 3.8060 -0.045 0.175 -0.106 0.267
H -3.6138 0.6753 2.2540 0.143 -0.136 0.128 0.350
H -2.7063 1.2926 3.6479 -0.179 -0.149 -0.130 0.273
C -2.7649 -1.8244 0.8095 -0.452 -0.109 -0.220 -1.231
H -2.3831 -2.4499 -0.0111 -0.136 0.188 0.152 0.184
H -3.3303 -0.9962 0.3538 0.067 -0.219 0.058 -0.065
H -3.5023 -2.4321 1.3653 0.187 0.098 -0.132 0.398
C 4.4739 3.2940 2.6422 0.762 1.087 -0.917 -0.382
H 5.1030 3.4729 3.5286 -0.374 -0.161 -0.253 0.314
C 4.7854 3.9871 1.4527 -0.346 -0.336 0.408 -0.417
H 5.6027 4.7031 1.4139 -0.078 -0.186 0.039 0.374
C 3.9893 3.7329 0.3283 -0.193 -0.348 -0.352 -0.859
H 4.2415 4.2165 -0.6406 -0.375 -0.318 0.745 0.341
C 2.9311 2.8227 0.4280 0.865 0.027 0.969 -0.104
H 2.2837 2.5485 -0.3803 -0.134 0.225 -0.499 0.509
C 2.6908 2.1726 1.6766 0.609 0.986 0.197 -1.187
C 1.6839 1.1919 2.0643 -2.664 5.164 -5.222 -0.312
H 0.7349 1.8247 1.9267 0.497 -0.504 0.999 0.835
C -0.6567 1.5004 -1.0250 0.575 1.489 -2.689 0.018
C -1.2105 3.5915 -1.5271 -0.305 -0.676 -1.979 -1.335
H -1.0999 4.6561 -1.3292 -0.323 -0.160 -0.797 0.408
C -2.1705 2.7862 -2.0847 -0.211 -0.434 0.796 -0.248
H -3.0027 3.0621 -2.6723 -0.847 -0.070 -0.319 0.773
N -1.8665 1.4408 -1.7524 1.069 1.440 0.321 0.876
C -2.6663 0.3259 -2.1219 -0.977 -0.341 -0.749 0.765
C -4.0270 0.4177 -1.8038 0.033 -0.298 0.106 0.754
C -4.9227 -0.5677 -2.2325 -0.167 -0.346 -0.138 -0.979
H -5.9750 -0.4795 -1.9339 0.390 -0.037 -0.132 0.272
C -4.5092 -1.6771 -2.9749 0.653 0.633 0.338 0.545
C -5.4204 -2.7751 -3.4320 0.094 0.084 0.024 -1.665
H -4.9065 -3.7296 -3.3575 -0.013 -0.156 0.038 0.384
H -5.6990 -2.6435 -4.4746 -0.088 0.059 -0.164 0.313
H -6.3257 -2.8221 -2.8421 -0.239 -0.004 0.150 0.387
C -3.1476 -1.7500 -3.2856 -0.174 -0.444 -0.188 -1.117
H -2.7888 -2.6407 -3.8424 -0.161 0.718 0.329 0.213
C -2.2340 -0.7698 -2.9201 0.278 0.751 0.544 1.031
C -0.8059 -0.9310 -3.3612 0.433 -0.517 -0.095 -1.113
H -0.4091 -0.0683 -3.9190 -0.181 -0.122 0.381 0.365
H -0.7485 -1.8103 -4.0325 0.068 0.424 0.319 0.398
H -0.1481 -1.1367 -2.4959 -0.227 0.235 -0.411 -0.168
C -4.5325 1.4990 -0.8939 -0.922 0.282 0.478 -1.557
H -4.4711 2.5237 -1.2972 0.058 -0.591 0.205 0.420
H -4.0123 1.4814 0.0824 -0.089 0.065 -0.486 0.194
H -5.6035 1.3002 -0.7020 0.440 0.126 0.062 0.364
C 4.9179 -1.2342 0.7770 0.160 -0.002 -0.231 -1.477
C 3.9002 -0.3376 0.0923 -0.325 0.282 0.275 0.362
O 2.8168 -1.0392 -0.5367 0.144 -0.357 -0.383 -0.373
C 2.8152 -1.2634 -1.9541 0.087 0.228 0.629 0.089
C 4.0660 -1.9145 -2.5225 -0.066 -0.015 -0.236 -1.507
H 5.6833 -0.5805 1.2120 -0.040 -0.106 -0.044 0.448
H 4.4736 -1.8063 1.6027 0.008 0.114 -0.372 0.254
H 5.4041 -1.9082 0.0664 0.013 -0.058 0.130 0.379
H 3.4180 0.2522 0.8821 0.207 -0.264 -0.490 -0.522
H 4.3561 0.3839 -0.6041 -0.013 -0.270 0.031 0.439
H 1.9525 -1.9251 -2.1151 0.194 0.151 0.034 0.121
H 2.6020 -0.3104 -2.4678 0.136 -0.150 0.030 0.292
H 4.9403 -1.2545 -2.5023 -0.144 -0.119 0.162 0.334
H 4.3014 -2.8654 -2.0307 -0.054 0.246 0.026 0.289
H 3.8545 -2.1320 -3.5752 0.112 -0.017 0.032 0.467